16
Properties=species:S:1:pos:R:3:forces:R:3:nbo_charge:R:1 method="wB97M-V/def2-TZVPD" charge=0 smiles="C[C@@H](CO)NC=O" fmax_ha_per_bohr=0.0107 de_lowest_ev=1.020 total_energy_ha=-363.0481 homo_lumo_gap_ev=10.54
C -1.431 -0.255 0.591 -0.214 -0.147 0.090 -0.632
C -0.138 0.509 0.293 -0.008 -0.110 0.179 -0.064
C 1.089 -0.296 0.730 -0.299 0.049 -0.218 -0.076
O 0.991 -0.483 2.135 -0.018 0.019 0.034 -0.729
N -0.036 0.895 -1.117 0.068 0.001 0.383 -0.616
C 0.003 0.021 -2.145 -0.261 0.206 -0.438 0.527
O -0.015 -1.187 -2.064 0.096 -0.097 0.153 -0.618
H -2.274 0.420 0.764 0.121 -0.054 -0.121 0.208
H -1.317 -0.882 1.474 0.098 0.211 0.164 0.232
H -1.680 -0.944 -0.212 0.035 0.106 -0.197 0.231
H -0.136 1.438 0.870 0.040 -0.063 -0.065 0.204
H 1.074 -1.244 0.185 0.138 -0.075 0.115 0.189
H 2.000 0.247 0.483 0.066 0.106 -0.139 0.163
H 1.871 -0.653 2.475 0.042 -0.090 0.076 0.474
H -0.012 1.875 -1.338 -0.007 -0.045 -0.070 0.400
H 0.011 0.538 -3.123 0.103 -0.018 0.054 0.106

***

16
Properties=species:S:1:pos:R:3:forces:R:3:nbo_charge:R:1 method="wB97M-V/def2-TZVPD" charge=0 smiles="CNCC(=O)OC" fmax_ha_per_bohr=0.0341 de_lowest_ev=3.816 total_energy_ha=-362.9453 homo_lumo_gap_ev=8.98
C 0.625 -1.464 1.955 0.040 -0.199 0.232 -0.403
N 0.854 -0.328 1.100 0.374 0.113 0.311 -0.633
C -0.007 -0.166 -0.010 -0.154 0.056 0.213 -0.325
C 0.678 -0.051 -1.340 -0.140 -0.017 0.657 0.775
O 1.759 -0.529 -1.610 -0.976 0.584 -0.468 -0.583
O -0.088 0.728 -2.119 -0.911 0.870 1.036 -0.533
C -1.311 1.682 -1.364 0.545 -0.205 -1.452 -0.281
H -0.408 -1.441 2.324 0.207 -0.009 -0.042 0.187
H 1.284 -1.373 2.820 -0.075 -0.172 0.007 0.203
H 0.796 -2.442 1.477 -0.014 0.091 0.026 0.169
H 1.814 -0.222 0.799 0.050 -0.300 0.135 0.380
H -0.511 0.796 0.002 0.305 -0.614 1.161 0.190
H -0.807 -0.919 -0.077 0.235 -0.036 0.026 0.209
H -2.076 1.316 -2.018 -0.341 0.473 -0.527 0.214
H -0.821 2.610 -1.600 -0.325 0.341 -0.458 0.215
H -1.780 1.803 -0.341 1.180 -0.975 -0.855 0.216

***

16
Properties=species:S:1:pos:R:3:forces:R:3:nbo_charge:R:1 method="wB97M-V/def2-TZVPD" charge=0 smiles="CC(=O)CC(N)=O.[H][H]" fmax_ha_per_bohr=0.0100 de_lowest_ev=1.330 total_energy_ha=-363.0366 homo_lumo_gap_ev=10.68
C -2.153 0.014 -0.295 0.005 0.010 0.003 -0.726
C -0.796 0.322 0.296 -0.037 0.312 0.307 0.638
O -0.513 1.451 0.658 -0.151 -0.488 -0.073 -0.585
C 0.144 -0.854 0.503 -0.027 -0.090 -0.034 -0.632
C 1.650 -0.635 0.324 0.006 -0.012 0.066 0.684
N 2.121 0.573 0.715 0.107 -0.068 -0.094 -0.829
O 2.349 -1.540 -0.093 -0.183 0.274 0.092 -0.613
H -2.819 -0.256 0.532 0.048 -0.003 -0.095 0.247
H -2.125 -0.827 -0.994 0.032 0.158 0.118 0.227
H -2.556 0.905 -0.782 0.068 -0.112 0.107 0.244
H -0.014 -1.171 1.544 0.056 -0.009 -0.087 0.267
H -0.125 -1.701 -0.131 0.009 0.146 0.101 0.247
H 3.099 0.760 0.553 -0.147 -0.016 0.025 0.402
H 1.474 1.327 0.904 0.049 -0.122 -0.001 0.424
H 0.096 0.505 -2.065 0.083 0.023 -0.190 -0.009
H 0.170 1.128 -1.669 0.080 -0.004 -0.245 0.015